Computed, not measured: the molecule C5H3F in a non-equilibrium geometry, with ωB97M-V/def2-TZVPD.

Atoms and positions in Å:
C 2.362289 -0.817940 -0.257391
C 1.343959 -0.247932 0.063030
C 0.036835 0.328252 0.364929
F -0.110025 1.547436 -0.254156
C -1.220026 -0.509706 0.320174
C -2.408356 -0.828730 -0.185558
H 3.455758 -1.123073 -0.201234
H 0.301000 0.539550 1.447656
H -3.454741 -0.887057 -0.790121

Force components x, y, z for each atom (eV/Å):
C 1.81 0.29 1.07
C 0.09 -1.44 -1.77
C 0.57 -0.26 2.84
F -0.38 -0.18 -0.29
C -7.39 -1.36 -4.58
C 5.58 2.56 1.59
H -2.27 0.38 -0.44
H -1.17 0.21 -0.62
H 3.16 -0.20 2.21

Structure (SMILES) ... C#CC(F)C#C
Energy ... -291.9677 hartree
HOMO-LUMO gap ... 10.61 eV
M ... 82.077 Da
HOMO ... -10.17 eV
Energy relative to the best compared isomer or geometry (same formula, charge and spin) ... 52.5 kcal per mole

Computed, not measured: a cluster of 2 separate species, C10H17F3N2O5 in total in a non-equilibrium geometry, with ωB97M-V/def2-TZVPD.

Atoms and positions in Å:
H -0.102794 -4.066426 1.544621
N 0.205014 -4.559090 2.382910
C 1.460969 -4.701055 2.391632
C 2.099942 -5.382204 3.555485
C 2.393917 -4.195241 1.313946
O 2.119615 -4.759507 0.031514
C 1.174495 -4.084832 -0.664884
O 0.090534 -4.565548 -0.982367
O 1.601638 -2.857593 -1.012019
N 0.516284 -1.913374 -0.982356
C 1.039490 -0.699288 -1.605777
C -0.041573 0.348861 -1.652989
H 1.331602 -5.583738 4.282945
H 2.815869 -4.706132 4.011493
H 2.572794 -6.311352 3.268293
H 3.398662 -4.499438 1.569254
H 2.399646 -3.111743 1.284428
H -0.207198 -2.263008 -1.605442
H 1.309688 -0.942290 -2.632103
H 1.934073 -0.367905 -1.104015
H -0.707190 0.204448 -2.493423
H -0.646206 0.380836 -0.757568
H 0.406357 1.320370 -1.793595
C -3.975640 5.002827 -0.180318
C -3.083906 4.998250 -1.402310
O -1.722628 5.317025 -1.053052
C -0.992281 4.315523 -0.598204
O -1.337133 3.184331 -0.450815
C 0.436293 4.806763 -0.313834
F 0.430626 5.977333 0.319576
F 1.098181 4.955465 -1.464550
F 1.088195 3.927971 0.431299
H -3.904119 5.958150 0.339479
H -5.011988 4.838548 -0.471630
H -3.685601 4.220308 0.519882
H -3.388187 5.770902 -2.104176
H -3.117440 4.041855 -1.921329

Force components x, y, z for each atom (eV/Å):
H -0.16 0.00 -0.04
N -0.04 0.13 -0.22
C -0.37 -0.09 0.08
C -0.28 0.32 0.10
C 0.59 -0.13 0.35
O -0.59 0.27 -0.43
C -1.90 -1.26 -0.73
O 2.24 1.16 0.63
O -0.10 -0.40 0.37
N -0.19 0.69 0.22
C -0.22 -0.53 -0.67
C -0.10 0.20 0.01
H -0.24 -0.17 0.26
H 0.41 -0.04 0.08
H 0.32 -0.17 -0.11
H 0.33 -0.14 -0.13
H -0.18 0.29 -0.15
H 0.04 -0.46 -0.02
H 0.40 0.08 -0.22
H 0.15 0.05 0.45
H -0.23 -0.20 -0.22
H -0.01 0.02 0.34
H 0.12 0.35 0.04
C 0.18 -0.01 0.18
C -0.51 0.00 -0.12
O 0.06 0.12 -0.08
C -0.17 0.22 -0.12
O 0.00 -0.37 0.10
C -0.01 -0.01 0.08
F 0.02 0.19 0.10
F 0.10 0.03 -0.23
F 0.13 -0.19 0.13
H -0.05 0.04 -0.06
H -0.01 0.00 -0.03
H -0.02 -0.06 -0.05
H 0.14 0.09 0.02
H 0.13 -0.06 0.08

Structure (SMILES) ... [H]/N=C(/C)COC(=O)ONCC.CCOC(=O)C(F)(F)F
Energy ... -1176.4954 hartree
HOMO-LUMO gap ... 10.44 eV
M ... 302.249 Da
HOMO ... -9.78 eV

Computed, not measured: a structure of composition C27H35N4ScSi, with ωB97M-V/def2-TZVPD.

Atoms and positions in Å:
Sc -0.414141 0.013640 -0.179575
C 0.516618 2.944192 2.345298
C -0.884552 2.716109 2.924002
C -1.737048 1.649297 2.214324
N -0.967159 0.466067 1.856680
C -0.503819 -0.335577 2.796981
C -0.950395 -0.326979 4.134372
C -0.430859 -0.905448 5.279509
C 0.757551 -1.592430 5.463633
C 1.634136 -1.959756 4.454979
C 1.473990 -1.893194 3.082529
C 0.407111 -1.398310 2.291710
N 0.230602 -1.728566 1.020191
C 0.914954 -2.909893 0.499143
C 2.074505 -2.600964 -0.445613
C 1.587015 -1.898604 -1.713548
N 1.224497 -0.511201 -1.468235
C 2.072114 0.458189 -1.782123
C 3.404254 0.234124 -2.186418
C 4.305280 1.057106 -2.847892
C 4.113020 2.314081 -3.385495
C 2.959022 3.076148 -3.244538
C 1.858439 2.878412 -2.436917
C 1.536418 1.825124 -1.541215
N 0.650190 1.897561 -0.565059
C 0.013729 3.162852 -0.206518
C 0.584309 3.783624 1.069998
H 1.005684 1.982086 2.173261
H 1.115733 3.450307 3.105506
H -1.445070 3.656917 2.911933
H -0.776001 2.433066 3.973386
H -2.160867 2.045798 1.292916
H -2.595668 1.394365 2.841647
H -1.844950 0.263313 4.291320
H -1.015573 -0.734298 6.177238
H 1.031203 -1.848412 6.479119
H 2.564547 -2.412269 4.782079
H 2.289880 -2.313956 2.509260
H 0.172084 -3.481277 -0.065921
H 1.244286 -3.555665 1.313218
H 2.570076 -3.538559 -0.709102
H 2.809439 -1.965076 0.057539
H 0.688359 -2.415866 -2.064403
H 2.316833 -1.981401 -2.520286
H 3.782822 -0.752727 -1.954502
H 5.280820 0.614689 -3.020872
H 4.917306 2.734066 -3.976030
H 2.938285 4.000164 -3.813191
H 1.132945 3.678259 -2.471785
H -1.057225 2.982554 -0.103013
H 0.108391 3.908393 -0.991660
H 0.048790 4.725829 1.232337
H 1.629322 4.046912 0.878901
C -5.532513 1.375946 -3.473946
Si -4.318417 2.393037 -2.494693
C -3.448044 3.614787 -3.601649
C -5.200914 3.288079 -1.117888
C -3.057068 1.289586 -1.759726
C -2.214321 0.553375 -1.261189
H -6.305717 2.007893 -3.918996
H -6.019171 0.638962 -2.830944
H -5.024227 0.837640 -4.277287
H -4.157331 4.267825 -4.117251
H -2.856824 3.087025 -4.353924
H -2.767804 4.241570 -3.019025
H -6.008022 3.913129 -1.509569
H -4.510978 3.930516 -0.564841
H -5.633162 2.572496 -0.414548

Force components x, y, z for each atom (eV/Å):
Sc 0.26 0.26 0.25
C -0.05 -0.02 -0.07
C -0.01 0.01 -0.03
C 0.09 0.02 -0.02
N 0.14 -0.05 0.01
C -0.02 -0.29 -0.02
C 0.09 0.15 0.07
C 0.01 0.04 -0.05
C 0.01 -0.01 0.02
C -0.03 0.02 -0.07
C -0.09 -0.05 0.10
C -0.01 -0.06 0.02
N 0.05 0.18 0.01
C -0.05 0.06 -0.04
C -0.03 0.11 0.04
C -0.03 0.01 0.00
N 0.12 0.02 0.06
C 0.00 -0.01 -0.02
C 0.05 0.07 0.00
C -0.06 -0.04 0.04
C 0.02 0.03 -0.02
C -0.02 -0.02 0.04
C 0.07 0.03 0.09
C 0.06 0.03 -0.01
N -0.18 -0.25 -0.25
C 0.07 -0.03 0.07
C 0.00 -0.01 0.02
H 0.01 0.01 0.03
H -0.02 0.02 0.01
H 0.01 -0.01 0.04
H 0.01 -0.01 0.00
H -0.03 -0.01 -0.02
H -0.05 0.00 0.02
H 0.00 -0.02 0.02
H -0.02 0.02 -0.01
H 0.00 0.00 -0.01
H 0.01 -0.01 -0.02
H 0.01 -0.02 0.01
H -0.02 -0.03 -0.01
H 0.01 -0.04 0.03
H -0.02 -0.02 -0.02
H 0.05 -0.03 0.00
H -0.02 -0.03 -0.04
H 0.02 0.01 -0.01
H 0.01 0.00 -0.02
H 0.00 -0.02 0.01
H -0.01 0.00 0.01
H -0.01 0.01 0.01
H 0.01 0.02 0.00
H -0.01 -0.02 0.00
H -0.06 0.03 -0.09
H 0.04 0.01 0.02
H -0.01 -0.01 -0.01
C -0.07 -0.09 -0.07
Si 0.04 0.00 0.01
C 0.07 0.08 -0.09
C -0.07 0.06 0.11
C 0.07 -0.18 0.08
C -0.41 0.08 -0.22
H 0.02 -0.03 0.01
H 0.00 0.02 -0.04
H -0.03 0.01 0.02
H 0.03 -0.01 0.02
H -0.02 0.04 0.01
H -0.01 -0.01 -0.04
H 0.02 -0.01 0.02
H -0.03 -0.02 0.00
H 0.00 0.04 -0.01

Energy ... -2319.1184 hartree
HOMO-LUMO gap ... 7.31 eV
M ... 488.647 Da
HOMO ... -7.20 eV

Computed, not measured: a structure of composition C45H40CoF3N5S3Sb in a non-equilibrium geometry, with ωB97M-V/def2-TZVPD.

Atoms and positions in Å:
Co -2.334836 -0.046487 -0.473528
C 0.630663 -3.565320 0.172769
C -0.166263 -2.431487 0.431058
N -0.994604 -1.932463 -0.459566
C -1.054071 -2.535338 -1.687954
C -0.218798 -3.607938 -2.060649
C 0.593670 -4.124002 -1.044141
C -0.151672 -4.067197 -3.392242
C -0.812977 -3.340526 -4.348318
C -1.701863 -2.314840 -3.941641
C -1.936116 -1.946113 -2.629827
N -2.790211 -0.995727 -2.154489
C -3.942387 -0.563446 -2.830043
C -4.625065 -1.194384 -3.846685
C -5.698693 -0.581214 -4.467426
C -6.163692 0.654556 -4.087269
C -5.621876 1.285677 -2.941286
C -6.027310 2.535534 -2.429233
C -5.329723 3.171276 -1.431227
C -4.362332 2.414124 -0.752157
N -3.998816 1.181557 -1.169589
C -4.558950 0.647797 -2.260589
H 1.280103 -4.037363 0.935198
H -0.081296 -1.907902 1.411648
H 1.138718 -5.045095 -1.207589
H 0.437234 -4.918197 -3.729991
H -0.687779 -3.574859 -5.395039
H -2.349599 -1.784196 -4.647724
H -4.255365 -2.181590 -4.110928
H -6.143543 -1.053230 -5.332402
H -6.930088 1.197355 -4.591561
H -6.754822 3.030149 -3.014991
H -5.486121 4.186022 -1.169098
H -3.772551 2.805358 0.028219
C -3.302263 2.618839 4.895963
C -1.859577 2.244617 4.844488
S -1.255640 1.798683 3.158786
C -1.067651 0.073810 3.335366
C -2.237889 -0.877729 3.331912
S -3.189896 -0.825874 1.794923
C -4.785972 -0.099421 2.157937
C -4.850669 1.323498 2.792349
S -4.503128 1.283335 4.594413
H -3.441473 3.527922 4.297113
H -3.587900 2.848606 5.946407
H -1.693951 1.350166 5.490218
H -1.261658 3.016474 5.281254
H -0.517692 -0.078317 4.295870
H -0.325164 -0.128112 2.534773
H -2.875546 -0.646911 4.166696
H -1.754721 -1.853137 3.401461
H -5.246122 -0.759282 2.958380
H -5.332722 -0.151332 1.234473
H -5.866199 1.675074 2.737083
H -4.289883 2.155938 2.316544
F 7.019465 -1.478177 5.604333
C 6.169258 -1.191983 4.601033
C 4.870429 -1.594430 4.717201
C 3.985661 -1.313102 3.668963
C 4.356911 -0.484236 2.574703
C 5.693092 -0.070994 2.533674
C 6.604245 -0.448103 3.511052
Sb 2.971455 -0.007543 0.994025
C 3.888296 1.652128 0.067628
C 4.135036 1.572821 -1.292871
C 4.499017 2.741953 -2.006466
C 4.682762 3.931117 -1.318490
F 4.998198 5.017941 -2.013558
C 4.516305 3.947336 0.066234
C 4.171833 2.816499 0.785138
C 3.611624 -1.299841 -0.534174
C 4.831090 -1.994640 -0.569166
C 5.206822 -2.851071 -1.611298
C 4.268188 -2.955919 -2.645256
F 4.604014 -3.737501 -3.663505
C 3.051745 -2.273448 -2.726329
C 2.716028 -1.476674 -1.605285
H 4.499929 -2.201121 5.586088
H 3.001687 -1.775495 3.774722
H 6.065032 0.452072 1.647072
H 7.681035 -0.159922 3.420882
H 4.050193 0.651361 -1.874386
H 4.665323 2.677566 -3.068444
H 4.858370 4.840534 0.572825
H 3.988750 2.899754 1.863925
H 5.577720 -1.853597 0.238449
H 6.112430 -3.418966 -1.690092
H 2.461550 -2.365794 -3.624283
H 1.752352 -0.926796 -1.640686
N 0.966819 2.571995 -0.801717
C 0.679369 2.346635 -2.140605
C -0.449613 1.586360 -2.168187
N -0.830470 1.355662 -0.805033
C 0.047525 1.956083 -0.079762
H 1.714868 3.140359 -0.416745
H 1.346044 2.727182 -2.869340
H -1.054079 1.248146 -3.022337
H 0.130432 1.888513 1.021949

Force components x, y, z for each atom (eV/Å):
Co -0.33 -0.21 -0.25
C 0.45 0.04 1.66
C 0.22 0.42 0.71
N 0.23 -0.11 0.33
C 0.28 0.41 0.25
C 0.06 0.01 0.17
C -0.06 -1.20 -0.55
C -0.10 0.24 -0.91
C -0.50 0.23 0.75
C -1.10 0.48 -0.70
C 0.65 -0.54 -0.57
N -1.18 0.79 -0.20
C 0.16 0.43 1.59
C 1.32 -0.55 0.81
C -1.02 0.93 -0.72
C 0.27 -0.16 0.53
C 0.42 -0.52 0.71
C 0.92 -0.13 -0.67
C 0.16 -1.42 0.20
C -0.01 -1.47 -1.75
N 0.36 1.28 1.27
C 0.41 -0.80 -1.29
H -0.56 0.67 -0.33
H -0.18 -0.46 -0.85
H 0.24 0.12 -0.26
H 0.12 0.17 0.55
H -0.15 0.00 -0.07
H 0.69 -0.37 -0.22
H -0.35 0.21 -0.37
H -0.08 -0.11 0.02
H -0.52 -0.05 -0.53
H -0.88 0.71 -0.23
H -0.35 0.68 0.28
H 0.43 0.46 0.97
C -0.88 0.37 0.73
C 0.30 -1.80 0.11
S -0.75 1.58 0.66
C 1.79 -0.61 0.50
C 0.78 0.33 -0.68
S 0.20 -0.28 -0.68
C -0.11 0.57 2.52
C 0.35 0.28 -0.29
S 0.18 0.40 -0.50
H -0.53 -0.32 0.07
H 0.40 0.24 -0.56
H -0.01 0.50 -0.51
H 0.50 0.67 -0.06
H -0.22 -0.10 -0.67
H -0.44 -0.40 0.32
H -0.39 -0.29 0.22
H -0.59 -0.29 0.09
H 0.22 0.46 -1.28
H -0.33 -0.10 -0.36
H -0.65 -0.16 -0.17
H 0.18 -0.95 0.18
F 0.05 0.01 -0.30
C 0.54 0.63 0.16
C -1.42 -1.03 0.18
C 0.04 0.56 -0.16
C 0.10 -0.80 0.61
C 0.06 -0.31 -0.49
C 1.15 0.29 0.05
Sb -0.29 -0.48 0.85
C 0.52 -0.56 0.57
C 0.30 1.40 -0.93
C -0.09 -0.76 0.59
C -0.66 -1.58 0.17
F 0.18 0.45 0.22
C 1.20 1.08 0.00
C -0.90 0.22 -0.62
C -0.14 -1.22 -0.83
C 1.09 -0.05 0.60
C -2.13 0.89 -0.19
C 0.07 0.49 0.32
F 0.09 -0.55 -0.76
C 0.92 0.26 1.51
C -0.07 0.00 -0.85
H 0.67 0.70 -0.93
H 0.05 0.43 -0.31
H -0.13 0.09 0.41
H -1.12 -0.30 0.21
H -0.12 0.33 0.40
H 0.07 0.15 -0.20
H -0.39 0.20 0.14
H 0.29 -0.15 -0.43
H -0.68 -0.06 -0.39
H 0.34 0.00 0.24
H -0.26 -0.03 0.09
H 0.58 -0.38 0.15
N 0.49 0.54 -0.82
C -0.27 -0.17 0.81
C -0.26 0.18 0.92
N -0.74 -0.91 -2.16
C 0.51 -0.12 2.44
H -0.04 -0.27 -0.27
H 0.15 0.23 -0.70
H 0.47 0.05 0.72
H -0.27 0.27 -0.95

2S+1 ... 4
Energy ... -5129.5645 hartree
HOMO-LUMO gap (spin up / spin down) ... 6.78 / 6.72 eV
M ... 984.738 Da
⟨S²⟩ ... 3.7607
Total charge ... +1
HOMO (spin up / spin down) ... -9.25 / -9.35 eV
Energy relative to the best compared isomer or geometry (same formula, charge and spin) ... 4.7 kcal per mole

Computed, not measured: the molecule C7H9NO2Si in a non-equilibrium geometry, with ωB97M-V/def2-TZVPD.

Atoms and positions in Å:
C -1.815049 -2.262839 -0.725804
C -0.984121 -1.450291 -1.562894
C -2.203316 -1.851770 0.498860
C -0.396012 -0.304806 -1.110709
C -1.661774 -0.550853 0.881941
C -0.677262 0.153423 0.173448
C -0.085811 1.387196 0.710948
N 2.755889 1.591668 -0.517609
O 2.455365 0.750830 -1.368870
O 3.638036 2.387570 -0.702894
Si 2.003050 1.101578 1.090101
H -2.131562 -3.143498 -1.117040
H -0.833631 -1.782951 -2.595414
H -2.888904 -2.255745 1.222956
H 0.330478 0.327451 -1.711913
H -2.085971 -0.101208 1.738865
H 0.044695 2.181457 -0.119586
H -0.627701 1.967260 1.490230
H 2.507453 -0.177187 1.702677
H 2.656148 2.032715 2.022706

Force components x, y, z for each atom (eV/Å):
C 1.35 1.94 -0.80
C -0.52 -1.16 -0.05
C 1.36 3.93 1.11
C 1.31 1.14 -0.79
C 0.08 -1.42 -0.68
C -2.03 -1.02 0.67
C 2.93 2.14 -0.88
N -3.26 -0.90 3.70
O -1.34 -3.60 -3.22
O 4.56 4.21 -0.33
Si -1.65 0.46 0.63
H -1.00 -2.56 -1.13
H 0.11 0.08 0.45
H -0.16 -0.68 -0.35
H -1.18 -1.19 0.50
H -0.08 0.37 1.13
H -0.19 -1.25 1.00
H 0.49 -0.98 -0.09
H -0.49 0.02 -0.81
H -0.29 0.47 -0.06

2S+1 ... 3
Energy ... -766.6079 hartree
HOMO-LUMO gap (spin up / spin down) ... 8.66 / 5.53 eV
M ... 167.240 Da
⟨S²⟩ ... 2.0088
HOMO (spin up / spin down) ... -7.92 / -8.86 eV

Computed, not measured: the molecule C4H6N4 in a non-equilibrium geometry, with ωB97M-V/def2-TZVPD.

Atoms and positions in Å:
H 2.812939 -1.183565 -0.075218
N 1.828216 -1.497344 -0.172364
C 0.917037 -0.604755 0.015563
C 1.454548 0.786933 0.080319
N -0.362593 -0.858858 0.229004
C -1.338537 0.085846 0.029176
C -2.750467 -0.488647 0.196405
N -3.761189 -0.980054 -0.165180
N -1.191101 1.370610 -0.176020
H -2.139885 1.849723 -0.006740
H 2.535841 0.645033 -0.610909
H 1.609970 1.285956 1.177180
H 0.786471 1.405927 -0.545256
H -0.401248 -1.816803 0.024040

Force components x, y, z for each atom (eV/Å):
H -1.43 0.15 -0.41
N -1.66 -1.59 0.48
C 7.01 1.92 0.63
C 2.72 1.70 -0.98
N -0.95 0.52 -0.56
C -2.52 1.79 0.76
C -1.11 -1.22 -2.20
N 2.74 1.51 1.58
N -2.27 -1.80 1.01
H 1.78 -1.04 -0.68
H -3.00 1.09 2.55
H -0.41 -1.35 -2.79
H 0.89 0.20 0.70
H -1.79 -1.87 -0.09

Structure (SMILES) ... [H]/N=C(\C)N/C(C#N)=N/[H]
Energy ... -374.9441 hartree
HOMO-LUMO gap ... 9.40 eV
M ... 110.120 Da
HOMO ... -9.71 eV
Energy relative to the best compared isomer or geometry (same formula, charge and spin) ... 73.6 kcal per mole

Computed, not measured: the molecule C6H5ClF2 in a non-equilibrium geometry, with ωB97M-V/def2-TZVPD.

Atoms and positions in Å:
F 1.635471 -0.719821 -1.834453
C 1.012771 0.054553 -0.864093
C 1.256989 -0.538960 0.462907
C 0.404729 -0.358599 1.458967
C -0.780588 0.425697 1.331931
C -1.365729 0.685888 0.116465
C -0.499463 0.072141 -1.178284
F -0.557787 0.973573 -2.250447
Cl -1.243718 -1.418090 -1.669857
H 1.394349 1.013923 -0.989972
H 2.068512 -1.097747 0.669412
H 0.480112 -0.683762 2.449179
H -1.329177 0.622951 2.247002
H -2.476470 0.968252 0.051241

Force components x, y, z for each atom (eV/Å):
F 0.12 -0.04 -0.08
C -1.27 -2.92 -0.08
C -2.03 1.10 0.53
C -0.10 1.08 -0.60
C -2.54 0.73 -2.28
C 1.05 -1.54 0.05
C -1.21 3.22 1.44
F -0.55 -0.49 0.35
Cl 0.17 -0.37 -0.05
H 0.43 1.98 0.01
H 2.90 -1.76 0.06
H 1.02 -1.02 1.17
H -0.06 0.23 -0.13
H 2.07 -0.20 -0.39

Structure (SMILES) ... F[C@@H]1C=CC=C[C@]1(F)Cl
Energy ... -891.4839 hartree
HOMO-LUMO gap ... 9.39 eV
M ... 150.555 Da
HOMO ... -9.32 eV
Energy relative to the best compared isomer or geometry (same formula, charge and spin) ... 15.5 kcal per mole